ORCA calculation (ωB97M-V/def2-TZVPD) on a single C4H9IOS molecule.

The geometry in XYZ format:
```
16
C4H9IOS, DFT ωB97M-V/def2-TZVPD
I -3.91943 0.30150 -0.12164
S -1.04352 -1.59152 -0.23481
O -2.12059 -0.80089 -0.97189
C -0.34459 0.74598 1.08907
C 0.38423 0.45450 -1.25989
C 1.48897 -0.89059 0.53649
C 0.28968 -0.22504 0.07855
H 1.28994 1.16480 -1.38792
H 0.00735 0.56322 2.14782
H -0.57789 0.93366 -1.57068
H 0.02421 1.73648 0.85589
H 2.15407 -0.09039 1.00226
H -1.36651 1.02751 0.82634
H 0.60937 -0.36254 -2.01574
H 1.16477 -1.60134 1.29714
H 1.95993 -1.36533 -0.27100
```

Properties
2S+1 ... 1
LUMO level (alpha / beta) ... -1.5 / -1.7 eV
SMILES ... CC(C)(C)SOI
Gap between HOMO and LUMO (alpha / beta) ... 7.6 / 6.9 eV
Relative energy (zero: lowest compared OMol25 entry of this formula, charge and spin) ... 55.28 kcal per mole
Total charge ... 0


ORCA calculation (ωB97M-V/def2-TZVPD) on a molecular structure, C32H46BaN6O2S2.

The geometry in XYZ format:
```
89
C32H46BaN6O2S2, DFT ωB97M-V/def2-TZVPD
Ba 0.18559 0.34808 -0.70313
S -0.73687 4.33999 -0.89922
S 0.86147 0.78311 3.24264
O 0.60568 0.62418 1.74914
O -0.37986 2.86467 -0.83656
N 2.51359 -3.09163 0.91782
N -1.33016 -1.85267 -1.25789
N -2.55248 -2.05792 -3.29127
N -3.28939 -0.69664 -1.56798
N 3.62592 -1.52375 -0.37329
N 1.47210 -2.09307 -0.97298
C 1.27072 -4.48797 -1.43823
C -2.51007 4.44459 -1.00025
C 0.42677 3.50373 2.67420
C -4.04279 0.19770 -2.43420
C 3.63658 -3.97262 1.20861
C 2.50685 -2.26731 -0.16677
C -3.86284 -2.47955 -3.77088
C -5.24127 4.76585 -1.18825
C -0.87160 -5.52380 -1.69515
C 3.13272 0.99642 4.68726
C -3.47745 -0.51371 -0.14255
C 4.57359 -1.18613 0.67606
C 0.12962 2.38653 3.67920
C 5.21181 1.87969 3.86840
C 4.65247 2.05450 2.60959
C -1.43981 -2.49219 -4.11974
C 1.27441 -3.44640 1.58771
C -1.46814 -4.28423 -1.55435
C 3.93726 -0.98658 -1.68672
C 0.51329 -5.62241 -1.66449
C -0.81443 3.92087 1.88304
C 3.32812 1.71041 2.38120
C -0.47230 4.94844 0.79874
C 2.57892 1.19837 3.42931
C -3.34485 3.50525 -0.41070
C -0.71068 -3.12564 -1.37039
C -2.36123 -1.58886 -2.03045
C 4.45642 1.34729 4.90453
C -4.71727 3.67309 -0.50814
C -4.39686 5.69219 -1.78282
C 0.67639 -3.23883 -1.23755
C -3.02141 5.53159 -1.69620
H -6.31312 4.89203 -1.25801
H -3.83846 -3.55175 -3.98100
H 1.48142 -3.54611 2.65430
H 0.84085 4.36631 3.19793
H 5.49691 -1.76247 0.58801
H 4.13298 -1.36133 1.65389
H 5.24997 2.46246 1.80480
H 0.58121 5.23061 0.83148
H 2.54015 0.56550 5.48584
H 1.18968 3.17563 1.96650
H -2.35437 6.24191 -2.16914
H -2.93458 2.65244 0.11209
H -2.54908 -4.20416 -1.58203
H -4.80619 6.53523 -2.32195
H 2.89123 1.82667 1.39740
H 0.53646 -2.65840 1.44646
H 4.89844 1.19572 5.87960
H -3.93959 1.22519 -2.07900
H 0.85580 -4.38725 1.22212
H -4.13342 -1.95626 -4.68944
H -1.62810 -2.16627 -5.14355
H -1.57074 4.32556 2.55685
H 3.77841 0.09782 -1.72651
H -1.06099 5.86380 0.86137
H 4.01368 -3.81443 2.22063
H -2.94338 0.36525 0.24664
H 2.35235 -4.55764 -1.41735
H -1.48217 -6.40460 -1.83936
H 4.82867 -0.12892 0.59500
H 4.44308 -3.81200 0.49897
H -3.66141 0.14297 -3.44999
H -1.24133 3.02574 1.42870
H -0.94127 2.19470 3.77049
H -1.32115 -3.57779 -4.11030
H -4.53829 -0.36153 0.06222
H -4.62336 -2.29743 -3.01744
H 3.31956 -1.46956 -2.43736
H 0.99822 -6.57792 -1.81108
H -0.51156 -2.04369 -3.77178
H 6.24410 2.15252 4.04032
H -5.10578 -0.05391 -2.44374
H 3.30909 -5.01149 1.11928
H 4.98823 -1.16831 -1.91679
H 0.51269 2.58827 4.68051
H -3.13113 -1.39175 0.39466
H -5.38228 2.95398 -0.04757
```

Properties
2S+1 ... 1
LUMO level ... -4.7 eV
Gap between HOMO and LUMO ... 7.5 eV
Relative energy (zero: lowest compared OMol25 entry of this formula, charge and spin) ... 0.00 kcal per mole
Total charge ... +2


ORCA calculation (ωB97M-V/def2-TZVPD) on a molecular structure, C37H71N3O2PbSi6Te.

The geometry in XYZ format:
```
121
C37H71N3O2PbSi6Te, DFT ωB97M-V/def2-TZVPD
Pb 1.27028 1.02205 -0.18504
Te -0.97392 -0.90645 -0.01274
Si 0.81578 0.32765 3.41306
Si -3.17242 -3.92495 0.50886
Si -3.21602 -1.57135 0.86526
Si 3.87748 0.36175 2.36276
Si -5.05752 -0.73155 -0.41994
Si -4.04672 -1.31915 3.10136
O 3.31628 0.13455 -1.09784
O 1.47048 3.51055 0.10926
N -0.87872 1.95125 -3.28924
N 2.14338 3.06705 -2.66424
N 1.23388 -0.75035 -3.10984
C 6.34698 -1.24345 -2.43054
C -4.65652 0.46835 3.46656
C 5.47308 -0.50775 -1.68184
C -0.59802 -0.13035 -4.67974
C -5.61052 -2.39705 3.45616
C 4.52918 0.19945 4.17956
C 4.18068 5.59295 1.23766
C 1.18928 0.60235 5.29136
C -5.32442 1.17265 -0.33794
C 0.92298 2.88515 -4.74514
C -2.92062 -1.81625 4.57666
C -4.88872 -1.14945 -2.28734
C 3.29308 3.28505 -2.19294
C -4.68882 -5.04905 0.90936
C 3.59018 -1.37455 -2.95104
C 3.53468 4.06135 -0.99674
C -0.38462 3.11475 -3.98974
C 2.21348 -1.52055 -3.34854
C -0.04972 -1.11375 -3.63114
C 5.06968 5.53555 0.16896
C 4.52048 -2.13745 -3.67074
C -0.84222 1.26475 3.14666
C -1.52072 0.96335 -4.12364
C -6.80312 -1.43475 0.01276
C 2.09728 0.96745 2.19886
C 2.59638 4.11325 0.08846
C -2.80862 -4.35735 -1.32414
C -1.74212 -4.66575 1.54626
C 4.16178 -1.39645 1.66176
C 4.73968 4.75225 -0.91674
C 4.05418 -0.53295 -1.88084
C -1.67722 2.34545 -2.15054
C 2.99598 4.90505 1.20216
C 0.58568 -1.57145 3.26696
C 1.97128 2.25915 -3.82504
C 5.07078 1.60125 1.53576
C 5.87538 -2.08195 -3.44244
H 2.31308 4.94385 2.04226
H -6.11792 1.52425 -0.99614
H -4.57332 -6.06105 0.52766
H -2.06492 -1.15915 4.66426
H 4.05148 -0.63775 4.67646
H -0.73792 -1.16165 -2.78054
H 5.42418 4.68975 -1.75784
H -0.18242 3.88195 -3.24174
H 4.73298 1.78015 0.52376
H -1.14382 3.51535 -4.70034
H -0.44342 -1.86175 3.08566
H -4.41582 1.70015 -0.60784
H 0.92808 -2.09115 4.15806
H -1.70452 0.60645 3.16106
H 1.52258 1.61775 5.47896
H 0.32298 0.42285 5.92406
H 5.83178 0.13795 -0.89154
H -3.91612 1.19355 3.14786
H -1.95922 -4.58455 2.60716
H -0.83772 -4.09895 1.35726
H 5.60178 0.03445 4.22606
H 5.06298 2.55685 2.05086
H 3.64208 -2.14665 2.24876
H -2.53272 -5.39875 -1.47884
H 1.60398 1.28805 -3.47394
H -5.17842 -2.17965 -2.47434
H -5.49332 -0.51515 -2.93154
H -5.58282 1.47725 0.67206
H -2.28212 0.45735 -3.52604
H -4.85542 0.64785 4.52086
H 2.91528 2.08625 -4.37964
H -2.57642 2.92915 -2.43824
H 2.04558 -2.42715 -3.97184
H 6.57138 -2.66855 -4.02934
H -5.59572 -4.63975 0.47606
H -1.20312 -0.70615 -5.39084
H 3.78778 -1.44395 0.64846
H -6.42372 -2.14135 2.78666
H 5.21558 -1.66325 1.63526
H -2.03452 1.44165 -4.98474
H 4.20738 2.91325 -2.70434
H -6.75242 -2.51075 0.13656
H -0.82812 1.75835 2.18056
H -2.54232 -2.82315 4.42936
H -1.99162 1.45355 -1.60964
H 7.41318 -1.18635 -2.23804
H -7.17262 -1.01745 0.94396
H -5.57082 0.67315 2.91546
H -7.54672 -1.22865 -0.75284
H 1.17598 -1.93095 2.43336
H -5.98132 -2.29025 4.47386
H -3.67162 -4.14975 -1.95054
H -1.06162 2.94845 -1.48094
H 0.76168 2.24695 -5.61774
H 6.00698 6.07865 0.19436
H 4.14318 -2.78345 -4.45994
H 2.13038 2.05665 2.29286
H -3.85562 -1.04605 -2.59964
H -1.52882 -5.71085 1.33366
H 1.97748 -0.06025 5.62686
H -4.84742 -5.12435 1.98046
H -3.44302 -1.80125 5.53216
H -0.99252 2.03105 3.90226
H -0.00992 -2.12065 -4.09644
H 4.43408 6.17045 2.11906
H 4.31278 1.09205 4.75756
H 0.23448 0.30785 -5.22784
H 6.10268 1.26025 1.48936
H -1.99112 -3.74215 -1.68454
H -5.38902 -3.44745 3.30116
H 1.27958 3.85675 -5.10574
```

Properties
2S+1 ... 1
LUMO level ... 4.0 eV
Gap between HOMO and LUMO ... 5.9 eV
Relative energy (zero: lowest compared OMol25 entry of this formula, charge and spin) ... 17.49 kcal per mole
Total charge ... -2


ORCA calculation (ωB97M-V/def2-TZVPD) on a molecular structure, C20H38GeN2OSe3Tl.

The geometry in XYZ format:
```
66
C20H38GeN2OSe3Tl, DFT ωB97M-V/def2-TZVPD
Tl -0.42998 0.19029 0.17860
Se -3.01828 1.25499 0.99590
Se 3.61652 0.18406 3.11441
Se -1.32473 0.75484 -2.49871
Ge 6.68160 1.08187 4.10701
O 0.90482 -1.69297 0.27500
N 0.88325 -3.85805 -0.34539
N -2.15075 -1.66896 -0.26028
C -2.75786 1.95031 -1.89242
C 7.31295 2.81541 4.68978
C -2.82389 -2.60322 -0.32646
C 1.29372 -2.18210 -2.05283
C 4.64159 1.62715 3.64219
C 6.57211 -0.26481 5.49550
C -3.67803 1.34668 -0.84241
C 7.37204 0.44914 2.41260
C 1.00774 -2.57855 -0.63321
C 1.08684 -4.90636 -1.35309
C -4.96369 -5.45337 0.65770
C -4.76603 -5.40699 -1.75246
C -4.15531 -4.33644 0.75587
C -2.73975 3.14788 1.32126
C -0.13942 2.12380 -3.21367
C 2.95022 -0.38968 4.83629
C 0.61306 -4.31970 1.01540
C -5.26668 -5.98465 -0.59093
C -3.65328 -3.76025 -0.41520
C -3.95600 -4.28999 -1.67374
H -3.91811 -3.90886 1.72095
H 2.14492 -5.02334 -1.58662
H -2.29619 2.88185 -1.56883
H 4.28882 2.09778 4.55724
H -1.95628 3.55198 0.68749
H 6.88150 -0.47203 2.09994
H -0.65088 2.60123 -4.04540
H 3.80178 -0.62351 5.47135
H -3.34837 2.16198 -2.78407
H 7.20167 3.56444 3.90749
H 7.26410 1.20421 1.63489
H 4.80006 2.31796 2.81707
H 0.43852 -2.40666 -2.69382
H -3.68547 3.65530 1.14215
H 6.79284 3.14550 5.58759
H 2.35813 0.41214 5.27099
H -5.36385 -5.90934 1.55243
H -3.56639 -3.82634 -2.57043
H -0.30994 -4.89904 1.02021
H 1.42877 -4.96005 1.34953
H 8.37503 2.72541 4.92550
H -4.58445 1.95032 -0.77279
H 1.51091 -1.11755 -2.09120
H 5.99476 0.08163 6.35244
H 0.71830 -5.84295 -0.94537
H 0.11506 2.84897 -2.44627
H -5.90331 -6.85649 -0.65998
H 2.34533 -1.27773 4.67832
H 6.16675 -1.20619 5.12490
H 2.14960 -2.72352 -2.45472
H -3.97860 0.32905 -1.08762
H 0.51860 -3.46917 1.67950
H 8.43655 0.23887 2.52724
H 0.53415 -4.68804 -2.26361
H -5.01340 -5.82685 -2.71741
H 0.75215 1.61959 -3.57694
H 7.58652 -0.46240 5.84749
H -2.46584 3.24775 2.36826
```

Properties
2S+1 ... 1
LUMO level (alpha / beta) ... -10.1 / -10.8 eV
Gap between HOMO and LUMO (alpha / beta) ... 6.1 / 5.6 eV
Total charge ... +3


ORCA calculation (ωB97M-V/def2-TZVPD) on a molecular structure, C3H2O3Pr.

The geometry in XYZ format:
```
9
C3H2O3Pr, DFT ωB97M-V/def2-TZVPD
Pr 2.11343 -2.33762 2.06383
O 0.62686 1.66428 -0.07914
O 1.95308 0.16242 0.97543
O 0.25117 -0.98513 -0.35452
C 1.30061 0.66124 0.10694
C -0.95473 -0.84327 -0.66110
C -1.75185 0.11603 -0.88318
H -0.74500 1.27578 -0.52850
H -2.79357 0.28628 -0.63976
```

Properties
2S+1 ... 4
LUMO level (alpha / beta) ... -9.7 / -9.6 eV
Gap between HOMO and LUMO (alpha / beta) ... 6.8 / 6.9 eV
Relative energy (zero: lowest compared OMol25 entry of this formula, charge and spin) ... 92.28 kcal per mole
Total charge ... +2


ORCA calculation (ωB97M-V/def2-TZVPD) on 4 unconnected molecules or ions with the total composition C34H70IN6O9.

The geometry in XYZ format:
```
120
C34H70IN6O9, DFT ωB97M-V/def2-TZVPD
I -2.45487 0.04756 -2.77988
O -1.65522 -5.83647 0.87942
O 2.38048 2.97536 2.41749
O -2.91658 2.04647 3.72047
O 5.12353 0.65400 1.90315
O 1.52700 3.27391 4.60359
O -2.88933 4.88366 -1.49121
O -0.37495 -3.17732 -4.79572
O 2.73068 0.94407 -4.00150
O -0.32102 -3.99824 0.98241
N -0.93002 4.79751 2.87159
N -0.66412 2.26056 -0.49751
N -6.31043 0.39795 -0.11098
N -2.97100 1.52334 0.25939
N 1.76274 -1.50795 1.49407
N -1.31324 -0.02972 -0.17442
C 6.28138 -0.11494 1.57695
C 1.56493 -4.60195 -4.84277
C 6.77983 0.28202 0.19619
C 4.30157 2.57675 -3.18559
C -2.75824 -2.16573 -0.85288
C -0.53543 -0.68021 0.89530
C -3.09671 -5.74451 0.92415
C -2.43343 2.70635 2.52640
C 3.18968 1.48340 4.33282
C 4.67087 1.37555 -5.35999
C -4.97428 -0.15544 2.66338
C -4.67370 -0.93350 4.06400
C -1.06774 -4.69088 0.27430
C 1.28043 2.36351 1.65843
C -0.98720 3.71409 -0.51391
C 7.35008 0.10562 2.63563
C -3.74548 -0.47554 1.70546
C 0.73042 1.88168 -0.92883
C 4.11956 1.27293 -3.94695
C -2.59532 -0.59592 -0.64191
C 0.99649 -3.26025 -4.40761
C -1.39197 -4.43208 -1.25348
C -4.96049 0.25069 -0.71944
C -1.51532 -2.85703 -1.61516
C -3.37848 2.55279 1.24511
C -2.09445 3.94910 -1.67198
C -2.33048 4.28379 2.91496
C 2.25226 2.67667 3.79583
C -3.67426 -4.79679 2.08123
C 1.76686 -2.10403 -5.02324
C 1.84158 2.14739 0.18563
C -3.70573 0.19134 0.26723
C 0.96439 -1.07976 0.53663
C -1.59737 1.39941 -0.13378
H -1.07686 -1.62841 1.25540
H -0.35429 4.13692 3.41252
H -2.28253 -5.00645 -1.66051
H -4.21294 -5.45966 2.84688
H -2.69478 4.40703 4.00203
H -4.51122 -4.16370 1.60650
H -3.66905 -2.37268 -1.52268
H -5.02274 -0.69273 -1.37059
H -0.50845 -2.40672 -1.34852
H -0.04235 4.31851 -0.76095
H -5.91991 -0.64840 2.25617
H -0.48495 -4.79883 -1.85998
H 5.73794 1.60980 -5.35140
H 2.81866 -2.12985 -4.72846
H 3.76548 3.39452 -3.67848
H -0.42034 -3.24458 -5.75823
H -3.47284 -6.80465 1.15596
H -4.82659 1.19567 -1.36161
H 1.33959 -1.14905 -4.70911
H 0.99400 -5.42294 -4.40072
H 1.03039 -3.18304 -3.31661
H -3.53428 -0.85959 4.21166
H -3.63214 -1.62053 1.71330
H -1.35995 2.36586 2.38108
H 5.98147 -1.16600 1.57101
H 1.39859 -1.01526 -0.50774
H 5.37770 1.58636 1.91102
H -6.31056 1.10959 0.62486
H 0.96615 2.59601 -1.79837
H 4.14759 2.15175 -5.92753
H 1.49917 -4.71944 -5.92888
H 1.04001 1.37267 2.17187
H -0.51131 0.00640 1.82112
H 4.62403 0.46272 -3.41367
H -5.12312 0.92782 2.94637
H -0.90998 5.74156 3.26866
H 8.24466 -0.48427 2.42263
H 7.04325 1.34436 0.16698
H 5.35747 2.84710 -3.11167
H 6.97478 -0.17305 3.62369
H -2.90943 -4.11655 2.56870
H 0.76807 0.83834 -1.39729
H 1.70962 -2.13272 -6.11622
H 2.78386 1.07934 5.30826
H 2.40044 3.10286 -0.09765
H 3.20469 0.71801 3.48226
H 5.99794 0.12891 -0.55279
H -4.49207 2.43366 1.49627
H -5.13247 -0.33249 4.91177
H 1.19136 -1.52276 2.36038
H 2.63525 1.31845 0.25966
H 7.65740 -0.30255 -0.08999
H -1.38387 4.13014 0.46496
H 4.27212 1.85218 4.43515
H -3.32726 3.56424 0.69442
H -3.00722 4.94277 2.28352
H -4.98809 -2.02156 4.03442
H -3.59126 -5.44815 -0.05445
H -2.92097 -2.77244 0.09250
H -2.81168 -0.10099 2.26775
H 3.89087 2.49203 -2.17515
H 2.27461 1.65430 -4.47157
H -6.61033 -0.52066 0.22716
H -1.63630 -2.84356 -2.75726
H 7.63315 1.16185 2.69034
H 4.52336 0.43609 -5.89859
H 2.61100 -4.70312 -4.54398
H 0.42705 3.11107 1.70460
H -2.11614 3.25581 -2.58476
H -3.81134 2.39346 3.94114
```

Properties
2S+1 ... 1
LUMO level ... -2.7 eV
Gap between HOMO and LUMO ... 9.0 eV
Total charge ... +1


ORCA calculation (ωB97M-V/def2-TZVPD) on a molecular structure, CBrNO8S2.

The geometry in XYZ format:
```
13
CBrNO8S2, DFT ωB97M-V/def2-TZVPD
Br -0.78983 -1.56212 -1.64478
S 0.32052 -1.27664 1.11972
S 1.04055 0.96442 -0.99210
O -1.11830 1.30195 0.66097
O 1.48353 1.55522 0.23055
O 0.36676 1.83157 -1.91822
O 1.04101 -2.44058 0.62841
O -0.95625 -1.72850 1.76939
O 2.00318 0.17652 -1.76457
O 1.08112 -0.33800 1.88153
O -2.29563 0.28738 -0.81445
N -1.23296 0.42004 -0.16663
C -0.18911 -0.41016 -0.39896
```

Properties
2S+1 ... 1
LUMO level ... 5.5 eV
Gap between HOMO and LUMO ... 7.7 eV
Relative energy (zero: lowest compared OMol25 entry of this formula, charge and spin) ... 4.09 kcal per mole
Total charge ... -2


ORCA calculation (ωB97M-V/def2-TZVPD) on a single C2HClO molecule.

The geometry in XYZ format:
```
5
C2HClO, DFT ωB97M-V/def2-TZVPD
Cl 1.75178 -0.80180 0.06445
O -0.88929 1.79203 0.02716
C -0.00121 -0.45775 0.12122
C -0.35503 0.77372 0.12595
H -0.50625 -1.30620 -0.33878
```

Properties
2S+1 ... 1
LUMO level ... -0.3 eV
SMILES ... O=C=CCl
Gap between HOMO and LUMO ... 9.1 eV
Relative energy (zero: lowest compared OMol25 entry of this formula, charge and spin) ... 7.18 kcal per mole
Total charge ... 0